(1)
ORCA calculation (ωB97M-V/def2-TZVPD) on C16H31BaF3P2 as an isolated structure at a distorted geometry.

Properties
Total energy   -1635.8562 Eh
Highest occupied orbital energy   -6.91 eV

XYZ file:
```
53
Properties=species:S:1:pos:R:3:lowdin_charge:R:1
P 0.1394 -1.4249 -6.2227 0.865
P 0.1309 1.7592 -6.0235 0.873
C -0.2505 -0.4369 -7.7734 -0.428
C 0.3712 0.9403 -7.7083 -0.435
H -1.3501 -0.4074 -7.8317 0.076
H 0.1627 -1.0101 -8.6134 0.073
H 1.4613 0.9256 -7.8628 0.073
H -0.1105 1.6067 -8.4354 0.070
C -1.5192 2.5257 -6.4195 -0.278
H -1.7491 3.2304 -5.6082 0.040
H -2.2716 1.7208 -6.4450 0.038
H -1.4720 3.0489 -7.3919 0.041
C 1.1870 3.2129 -6.4080 -0.305
H 0.8779 3.7013 -7.3497 0.043
H 2.2124 2.8205 -6.4942 0.035
H 1.1007 3.8988 -5.5591 0.033
C -0.9765 -2.8379 -6.5592 -0.301
H -0.8094 -3.5470 -5.7400 0.033
H -0.7759 -3.2977 -7.5446 0.044
H -1.9958 -2.4204 -6.5154 0.036
C 1.7645 -2.1297 -6.7447 -0.279
H 2.5063 -1.3145 -6.7344 0.037
H 1.6925 -2.5900 -7.7474 0.043
H 2.0276 -2.8787 -5.9848 0.036
Ba 1.6189 0.2663 1.3946 1.592
C 0.4608 1.9469 -2.5477 -0.146
C -0.8768 1.8192 -2.6142 -0.101
C -1.5823 0.7412 -3.3911 -0.244
C -1.8933 -0.6112 -2.6950 -0.178
C -0.8542 -1.6194 -2.3455 -0.129
C 0.4568 -1.5736 -2.5411 -0.117
C 1.0962 -0.4962 -3.3930 -0.285
C 1.4845 0.9084 -2.8608 -0.224
C 0.2342 -1.9234 2.0400 -0.479
H 0.8639 2.7639 -1.9171 0.103
H -1.5012 2.4689 -1.9568 0.119
H -1.1349 0.6379 -4.4076 0.002
H -2.5834 1.1408 -3.6485 0.110
H -2.4353 -0.3474 -1.7650 0.123
H -2.6148 -1.0863 -3.3852 0.114
H -1.2272 -2.4091 -1.6742 0.109
H 1.0906 -2.4063 -2.0846 0.118
H 0.4891 -0.3540 -4.3202 -0.062
H 2.0293 -0.9373 -3.7839 0.099
H 2.1444 0.7825 -1.9712 0.081
H 2.1238 1.2652 -3.6979 0.099
H 0.7969 -2.1614 2.9809 -0.085
H 0.3906 -2.7289 1.2878 -0.092
H -0.8667 -1.8302 2.2204 -0.063
F -0.3847 1.4974 3.8980 -0.073
C -0.2217 1.8270 2.5431 -0.658
F -1.3837 2.4743 2.2176 -0.029
F 0.7151 2.9250 2.6708 -0.166
```



(2)
ORCA calculation (ωB97M-V/def2-TZVPD) on C43H87AlBeBrCaF11GaN2O10PS2 as an isolated structure at a distorted geometry.

Properties
Total energy   -10221.8917 Eh
Highest occupied orbital energy   -5.99 eV

XYZ file:
```
161
Properties=species:S:1:pos:R:3:lowdin_charge:R:1
C 1.5856 4.1304 5.3812 -0.090
O 1.7566 2.8044 5.8916 -0.205
C 0.5418 2.0782 5.8719 -0.251
C 0.7671 0.5675 6.1890 -0.238
C 1.8065 -0.0812 5.1170 -0.274
C 1.0967 -0.0135 3.7289 -0.223
C 1.6123 -1.0429 2.6673 -0.173
C 0.9259 -0.6739 1.2889 -0.180
C -0.5172 -1.2847 1.1385 -0.129
C -1.6186 -0.2236 0.7942 -0.268
C -1.7340 1.0212 1.6239 -0.207
Ga -2.6456 2.3034 0.3139 0.456
C -4.6201 1.7838 0.2983 -0.159
C -5.5587 2.7419 -0.5025 -0.209
C -7.0576 2.5010 -0.0099 -0.323
C -7.3726 0.9881 -0.2683 -0.074
C -7.1979 2.9685 1.4828 -0.157
C -8.1728 2.1104 2.3710 -0.181
C -7.3006 1.2699 3.3429 -0.092
C -6.9032 -0.0301 3.1682 -0.332
C -5.4019 -0.4457 3.2492 -0.066
C -7.9485 -1.1476 2.9261 -0.065
C -2.2349 4.1932 0.9763 -0.165
C -3.4656 5.0572 1.2572 -0.862
O -4.2109 4.9496 2.1579 0.031
Br -3.7876 6.5270 -0.0586 0.650
O -1.8359 1.8742 -1.3518 -0.235
C -0.7308 2.7125 -1.7267 -0.115
C 0.4924 2.5929 -0.7733 -0.379
C 1.3756 3.9029 -0.7516 -0.020
O 1.3718 1.5367 -1.1795 -0.031
H 2.1894 4.8841 5.9367 0.097
H 0.5237 4.4761 5.4155 0.095
H 1.9420 4.1564 4.3199 0.096
H 0.0458 2.1819 4.8708 0.122
H -0.1574 2.4896 6.6468 0.139
H -0.2181 0.0645 6.0174 0.114
H 1.1421 0.4554 7.2585 0.012
H 2.1251 -1.1426 5.3779 -0.061
H 2.6734 0.6218 5.0755 0.123
H -0.0145 -0.1298 3.7974 0.112
H 1.2665 1.0037 3.2999 0.118
H 1.3077 -2.0846 2.9094 0.115
H 2.7075 -0.9071 2.5429 0.123
H 0.9479 0.4381 1.2166 0.086
H 1.5825 -1.0354 0.4601 0.118
H -0.4829 -2.0053 0.2894 0.114
H -0.7778 -1.8285 2.0763 0.125
H -2.6122 -0.7484 0.9082 0.124
H -1.5432 0.1918 -0.2933 0.083
H -2.4535 0.9032 2.4776 0.081
H -0.8012 1.3878 2.0981 0.053
H -4.6940 0.7620 -0.2260 0.059
H -4.9163 1.5987 1.3527 0.077
H -5.5810 2.5123 -1.5987 0.117
H -5.3068 3.8211 -0.4211 0.084
H -7.6923 3.1571 -0.6431 0.138
H -6.9871 0.7517 -1.2949 0.084
H -6.8775 0.3125 0.4617 0.066
H -8.4692 0.7946 -0.2892 0.086
H -7.6259 4.0026 1.4539 0.121
H -6.2378 3.0576 2.0352 0.095
H -8.9416 1.5377 1.8125 0.097
H -8.7397 2.8402 3.0075 0.103
H -6.9963 1.7657 4.3159 0.106
H -5.0162 -0.3945 2.2032 0.051
H -5.2888 -1.5085 3.5837 0.079
H -4.8115 0.2359 3.9045 0.085
H -8.2379 -1.6536 3.8768 0.089
H -7.4933 -1.9150 2.2564 0.072
H -8.8386 -0.7314 2.4089 0.073
H -1.6518 4.1221 1.9308 0.090
H -1.5770 4.7679 0.2801 0.045
H -0.3872 2.3544 -2.7316 0.164
H -1.0357 3.7744 -1.8927 0.141
H 0.2392 2.3831 0.2934 0.115
H 1.8542 3.9167 0.2540 0.080
H 0.7491 4.8023 -0.9392 0.082
H 2.2089 3.8248 -1.4855 0.103
H 0.8516 0.7197 -1.2592 0.079
Ca 2.1018 -1.6469 7.2890 0.868
C 4.5895 7.7952 1.4633 -0.267
S 3.1352 6.8555 0.9693 0.781
O 3.4117 6.2789 -0.3729 -0.551
C 2.0594 8.2726 0.7400 -0.285
H 5.4111 7.0983 1.6253 0.045
H 4.8584 8.4990 0.6748 0.063
H 4.3790 8.3293 2.3905 0.052
H 2.4970 8.9742 -0.0233 0.027
H 1.9320 8.7897 1.6914 0.058
H 1.0902 7.9164 0.3893 0.052
F 2.3400 10.4509 -0.4104 -0.270
C -9.2093 1.9659 7.1426 -0.266
S -7.5626 2.5811 7.5350 0.804
O -6.5796 1.6919 6.8534 -0.567
C -7.5968 2.1166 9.2750 -0.272
H -9.3885 2.1206 6.0793 0.041
H -9.2721 0.9012 7.3707 0.060
H -9.9510 2.5196 7.7193 0.055
H -7.7620 1.0427 9.3699 0.058
H -8.3905 2.6662 9.7823 0.054
H -6.6368 2.3772 9.7181 0.049
F 3.6908 -2.9661 -3.9736 -0.222
Al 3.0986 -1.4221 -3.4111 -0.059
F 2.5701 -0.4763 -4.7664 -0.222
F 4.3827 -0.5895 -2.5853 -0.221
F 1.7598 -1.6633 -2.3125 -0.223
Be -2.7399 0.6880 -1.1537 0.652
C -0.4135 -6.1760 -2.4205 -0.058
C -1.2822 -6.6789 -1.4588 -0.072
C -2.1763 -5.8304 -0.8161 -0.107
C -2.2074 -4.4799 -1.1436 -0.135
C -1.3412 -3.9787 -2.1092 -0.123
C -0.4427 -4.8260 -2.7434 -0.075
H 0.2855 -6.8382 -2.9184 0.101
H -1.2604 -7.7331 -1.2102 0.110
H -2.8485 -6.2213 -0.0610 0.095
H -2.9082 -3.8171 -0.6448 0.079
H -1.3652 -2.9243 -2.3670 0.082
H 0.2357 -4.4336 -3.4910 0.108
N -0.5524 11.0679 0.5778 -0.548
O -1.3751 10.7196 -0.2554 0.072
O 0.6924 10.8426 0.3927 0.067
O -0.8823 11.6290 1.6081 0.118
C 10.2523 -3.8812 -6.7350 -0.056
C 8.7938 -4.0283 -7.1217 -0.162
N 8.1116 -5.2612 -6.5495 -0.255
C 8.8601 -6.4828 -7.0383 0.007
C 6.7088 -5.3979 -7.1375 -0.147
C 5.7125 -4.3031 -6.7858 -0.040
C 8.1336 -5.3373 -5.0212 -0.059
C 7.6027 -4.1384 -4.2555 -0.193
O 8.3376 -2.9637 -4.5442 -0.214
C 7.6081 -1.7893 -4.1909 -0.054
H 10.8731 -4.6595 -7.1811 0.076
H 10.6244 -2.9271 -7.1096 0.097
H 10.4093 -3.8900 -5.6581 0.078
H 8.7144 -4.1132 -8.2086 0.135
H 8.2237 -3.1547 -6.8279 0.109
H 8.9250 -6.4348 -8.1236 0.115
H 8.3084 -7.3680 -6.7271 0.113
H 9.8506 -6.4976 -6.5926 0.099
H 6.3208 -6.3649 -6.8147 0.137
H 6.8427 -5.4296 -8.2202 0.128
H 5.2316 -4.4961 -5.8285 0.077
H 4.9078 -4.3078 -7.5225 0.100
H 6.1383 -3.3015 -6.7794 0.082
H 9.1744 -5.5029 -4.7439 0.129
H 7.5637 -6.2291 -4.7558 0.149
H 7.7148 -4.3489 -3.1852 0.146
H 6.5386 -3.9920 -4.4346 0.100
H 6.7389 -2.0188 -3.5726 0.089
H 7.2784 -1.2978 -5.1096 0.093
H 8.2671 -1.1071 -3.6537 0.094
F -0.6132 -10.5895 -3.6135 -0.211
P 0.8474 -10.1637 -4.2193 0.300
F 0.3011 -10.7422 -5.6486 -0.208
F 0.1476 -8.7440 -4.6535 -0.218
F 2.0184 -11.2157 -4.6683 -0.212
F 1.1840 -10.5967 -2.6753 -0.214
F 2.0613 -9.0682 -4.0664 -0.224
```